Run a
41
Properties=species:S:1:pos:R:3:lowdin_charge:R:1 method="wB97M-V/def2-TZVPD" molar_mass_g_mol=227.3 e_lumo_ev=-2.55 charge=+1 homo_ev=-11.47
H -0.52 0.98 -0.07 0.10
N 1.02 -1.41 -1.73 0.22
H 0.39 -1.14 3.25 0.06
H 0.86 -1.86 -2.64 0.16
H -0.83 -2.65 -0.04 0.14
H 4.11 -0.22 -1.56 0.04
H 1.73 -0.67 -1.81 0.10
H -2.41 1.25 -0.19 -0.01
H -1.47 1.17 4.31 0.06
H 4.56 -1.53 -0.93 0.06
H -0.75 -0.39 0.82 0.12
O -1.33 -2.86 -2.05 -0.05
C -0.31 -0.93 -1.24 -0.23
H -0.69 -0.37 -2.09 0.16
H -0.80 3.84 0.19 0.04
O -2.95 1.97 -0.53 -0.05
H -2.10 -3.33 -2.37 0.11
O -0.60 1.22 3.88 -0.06
H -0.19 1.89 4.44 0.06
C 1.35 0.28 1.93 -0.26
H 1.43 -2.19 -1.21 0.16
C 1.37 -0.98 2.81 -0.08
H 2.12 -0.78 3.57 0.07
C -1.23 -2.08 -0.88 -0.19
H -3.78 -1.51 0.75 0.07
H -3.83 1.78 -0.19 0.04
H 1.76 -1.86 2.29 0.07
O -3.59 -0.59 0.52 -0.06
H -2.18 -1.59 -0.66 0.10
H 2.24 0.88 2.06 0.12
H 1.70 0.75 -0.04 0.05
O 3.77 -1.05 -1.21 -0.04
O 2.00 1.68 -1.75 -0.04
H 0.51 0.90 2.23 0.07
O -0.23 3.60 -0.55 -0.06
C -0.14 -0.04 -0.01 -0.18
H 1.57 2.24 -2.41 0.07
H -4.16 -0.11 1.14 0.06
H -0.73 2.90 -0.99 0.00
N 1.22 0.04 0.48 -0.07
H 2.86 2.10 -1.65 0.07

=====

Run b
41
Properties=species:S:1:pos:R:3:lowdin_charge:R:1 method="wB97M-V/def2-TZVPD" molar_mass_g_mol=227.3 e_lumo_ev=-2.42 charge=+1 homo_ev=-12.11
H -2.18 -0.61 -4.16 0.06
H -0.87 -1.92 0.61 0.07
H -2.26 -3.30 -2.48 0.07
H 1.09 -1.78 3.96 0.02
H -4.38 -1.21 0.88 0.05
H 2.91 0.54 -1.25 0.11
H 0.31 1.85 2.11 0.13
N -0.54 0.88 0.48 -0.05
N 0.25 2.96 -0.91 0.14
H -1.79 -0.84 -2.66 0.02
H 0.54 3.96 1.00 0.12
C 1.16 -0.36 -0.68 -0.19
O -3.51 -0.84 1.06 -0.05
O 0.62 -1.89 4.80 -0.06
O 2.12 0.69 -0.72 -0.08
O -2.07 -0.16 -3.32 -0.08
H -0.94 -2.88 -1.62 0.04
H -0.54 2.44 -1.29 0.12
H -1.42 0.53 0.17 0.10
O 4.68 -2.59 1.41 -0.07
C 0.47 -0.18 0.70 -0.34
H 1.56 -1.35 -0.84 0.12
H -0.61 1.00 -3.49 0.02
H 4.79 -2.78 0.47 0.03
C -0.16 3.32 0.47 -0.14
H 0.35 -2.81 4.82 0.04
H -1.00 -1.14 2.04 0.07
H 5.47 -3.03 1.77 0.04
C -0.22 -1.40 1.33 -0.04
C -0.49 2.09 1.34 -0.17
H -3.27 -0.68 1.97 0.03
O -1.53 -2.69 -2.34 -0.03
H 0.42 -0.07 -1.48 0.11
H -1.12 3.90 0.51 0.13
H 1.28 0.14 1.42 0.16
O -0.10 1.79 -3.22 -0.07
H 1.07 2.29 -0.94 0.13
H -1.31 2.24 2.07 0.13
H 0.13 2.28 -4.01 0.06
H 0.55 3.69 -1.61 0.19
H 0.54 -2.09 1.62 0.07

=====

Referenced to the most stable arrangement, the calculated values in kJ/mol are run a 0.0; run b 14.4.

=====

Run a
13
Properties=species:S:1:pos:R:3:lowdin_charge:R:1 method="wB97M-V/def2-TZVPD" molar_mass_g_mol=108.2 e_lumo_ev=0.25 smiles="C=CC.SS" homo_ev=-9.30
S 2.36 0.03 4.59 0.22
H -0.44 -1.52 -1.85 0.07
H 0.41 0.11 -2.12 0.07
C -1.58 -0.01 -1.17 -0.24
H 3.17 -1.00 2.20 -0.20
C -2.04 1.03 -1.87 -0.03
H -1.55 1.36 -2.78 0.05
H -3.03 1.40 -1.63 0.04
S 3.44 0.17 2.82 0.21
C -0.18 -0.53 -1.47 -0.12
H 0.46 -0.54 -0.58 0.06
H 1.09 0.03 4.26 -0.23
H -2.11 -0.54 -0.39 0.09

=====

Run b
13
Properties=species:S:1:pos:R:3:lowdin_charge:R:1 method="wB97M-V/def2-TZVPD" molar_mass_g_mol=108.2 e_lumo_ev=0.90 smiles=CCSSC homo_ev=-8.82
C -0.53 -0.51 -2.17 -0.19
H 1.74 0.26 1.40 0.02
H -1.90 -0.83 -0.56 0.06
C -0.84 -0.58 -0.70 -0.59
H 1.38 0.06 3.12 0.03
H -0.54 -1.51 -2.59 0.07
H 1.67 1.70 2.42 0.03
S -0.72 1.12 0.01 0.45
H 0.47 -0.10 -2.33 0.07
S -0.53 0.82 1.98 0.41
C 1.25 0.71 2.26 -0.48
H -1.26 0.09 -2.70 0.07
H -0.19 -1.24 -0.13 0.07

=====

Referenced to the most stable arrangement, the calculated values in kJ/mol are run a 140.7; run b 0.0.

=====

Run a
7
Properties=species:S:1:pos:R:3:lowdin_charge:R:1 method="wB97M-V/def2-TZVPD" molar_mass_g_mol=81.1 e_lumo_ev="-0.84 / -0.85" homo_ev="-8.93 / -9.02"
N -0.20 0.86 -1.35 -0.10
O -2.11 -1.75 -0.39 -0.51
O -0.18 0.29 -0.08 -0.44
H -1.17 0.53 -1.76 0.13
H -2.54 -1.50 0.41 0.01
H 0.71 0.63 -1.82 0.09
S -0.50 -1.85 -0.13 0.82

=====

Run b
7
Properties=species:S:1:pos:R:3:lowdin_charge:R:1 method="wB97M-V/def2-TZVPD" molar_mass_g_mol=81.1 e_lumo_ev=0.44 smiles=NOSO homo_ev=-9.13
N -0.61 -0.15 1.57 -0.04
S 0.33 -0.51 -1.03 0.90
O -0.76 0.18 0.20 -0.55
H 0.24 0.06 2.03 0.06
H 0.65 0.77 -2.69 0.04
H -1.02 -1.02 1.78 0.06
O 1.17 0.67 -1.86 -0.47

=====

Run c
7
Properties=species:S:1:pos:R:3:lowdin_charge:R:1 method="wB97M-V/def2-TZVPD" molar_mass_g_mol=81.1 e_lumo_ev=0.42 smiles="N[SH](=O)=O" homo_ev=-10.90
O -0.12 0.72 1.67 -0.45
S 0.14 -0.34 0.46 0.73
H 1.49 -0.63 0.67 0.09
N 0.10 0.38 -1.00 -0.12
H -0.21 1.25 -0.68 0.02
H -0.67 0.16 -1.64 0.11
O -0.74 -1.53 0.51 -0.38

=====

Referenced to the most stable arrangement, the calculated values in kJ/mol are run a 184.9; run b 101.3; run c 0.0.

=====

Run a
11
Properties=species:S:1:pos:R:3:lowdin_charge:R:1 method="wB97M-V/def2-TZVPD" molar_mass_g_mol=89.1 e_lumo_ev=4.26 charge=-1 homo_ev=-4.67
C -2.50 0.87 -0.81 -0.63
O -3.18 0.00 -0.27 -0.08
H 2.01 0.62 -0.04 0.11
H 0.15 -1.34 0.97 0.08
N 0.38 -0.51 0.45 0.06
O -1.24 0.96 -0.87 -0.13
N 2.57 -1.18 0.87 -0.03
H 3.52 -0.86 0.71 -0.02
H -0.38 0.11 -0.06 0.03
H -3.04 1.70 -1.31 0.09
C 1.70 -0.36 0.37 -0.47

=====

Run b
11
Properties=species:S:1:pos:R:3:lowdin_charge:R:1 method="wB97M-V/def2-TZVPD" molar_mass_g_mol=89.1 e_lumo_ev=4.23 charge=-1 homo_ev=-4.62
H 0.35 3.01 0.45 0.02
H 1.70 -0.77 -0.03 0.13
H -0.48 -0.32 -0.64 0.00
N -0.90 0.59 -1.05 0.02
H -1.38 1.93 0.61 0.08
H -1.04 0.87 -2.00 0.05
C -0.82 1.80 -0.31 -0.38
O 0.95 -2.02 1.67 -0.11
O -0.14 -1.74 -0.28 -0.25
N -0.01 2.80 -0.51 -0.03
C 0.94 -1.52 0.54 -0.53

=====

Referenced to the most stable arrangement, the calculated values in kJ/mol are run a 0.0; run b 229.6.